Entry 1:
Molecular formula: C4H12N2O2
Method: DFT, ωB97M-V/def2-TZVPD

Element x y z (Å)
N (0.412, 1.111, -0.953)
C (0.943, -0.147, -0.348)
C (0.912, -1.418, -1.208)
C (0.026, -0.391, 0.856)
N (-0.013, 0.545, 1.961)
C (0.278, 1.969, 1.982)
O (-0.594, -1.448, 1.079)
H (-0.500, 1.020, -1.395)
H (1.121, 1.518, -1.614)
H (2.065, -0.098, 0.015)
H (0.433, -1.243, -2.174)
H (0.367, -2.218, -0.497)
H (1.893, -1.825, -1.240)
H (-0.587, 0.045, 2.645)
H (1.057, 2.314, 2.630)
H (0.518, 2.260, 0.972)
H (-0.553, 2.449, 2.328)
H (-2.621, -0.770, -2.185)
H (-2.345, -1.972, -1.053)
O (-2.812, -1.699, -1.798)

The value obtained for the HOMO energy (alpha / beta) is -14.25 / -14.22 eV. For the energy above the lowest of the compared OMol25 structures with the same formula, charge and spin, the calculation gives 314.1 kJ/mol. Its spin multiplicity is 2. As for the charge: +1. As for the LUMO energy (alpha / beta): -4.34 / -8.98 eV.

=====

Entry 2:
Molecular formula: C33H57CuN3O5Si
Method: DFT, ωB97M-V/def2-TZVPD

Element x y z (Å)
O (-0.781, 1.043, -0.380)
O (1.729, 2.355, -3.172)
C (-2.064, 1.059, -1.093)
C (-3.229, 1.508, -0.245)
H (-2.197, 0.028, -1.448)
H (-1.917, 1.718, -1.961)
H (-3.300, 0.923, 0.680)
H (-4.158, 1.360, -0.804)
H (-3.169, 2.574, -0.001)
C (-0.572, 2.090, 0.620)
C (-0.354, 3.450, 0.005)
H (0.320, 1.780, 1.182)
H (-1.420, 2.078, 1.324)
H (0.441, 3.431, -0.754)
H (-0.041, 4.131, 0.804)
H (-1.284, 3.837, -0.426)
C (3.168, 2.257, -3.103)
C (1.232, 3.430, -3.986)
C (3.718, 2.755, -1.785)
H (3.625, 2.819, -3.938)
H (3.414, 1.190, -3.226)
H (3.445, 3.802, -1.609)
H (4.807, 2.673, -1.827)
H (3.360, 2.150, -0.944)
C (1.719, 4.793, -3.537)
H (0.139, 3.351, -3.913)
H (1.520, 3.265, -5.040)
H (1.525, 4.964, -2.473)
H (1.178, 5.548, -4.110)
H (2.790, 4.918, -3.727)
H (0.251, 0.683, -2.466)
N (-1.890, -0.972, 2.964)
C (-1.426, -1.945, 3.795)
C (-0.470, -2.877, 3.455)
C (0.599, -2.801, 2.539)
C (-2.043, -1.980, 5.145)
H (-3.114, -1.745, 5.123)
H (-1.544, -1.276, 5.826)
H (-1.938, -2.984, 5.568)
C (1.635, -3.891, 2.695)
H (2.665, -3.517, 2.592)
H (1.470, -4.711, 1.976)
H (1.527, -4.308, 3.707)
N (0.726, -1.844, 1.633)
C (-2.692, 0.121, 3.438)
C (-4.065, 0.153, 3.136)
C (-4.749, -0.949, 2.390)
C (-4.791, 1.259, 3.576)
H (-5.861, 1.291, 3.382)
C (-4.145, 2.307, 4.232)
H (-4.718, 3.186, 4.505)
C (-2.802, 2.223, 4.564)
H (-2.316, 3.022, 5.128)
C (-2.046, 1.116, 4.190)
C (-0.597, 0.999, 4.579)
C (1.829, -1.759, 0.742)
C (1.921, -2.655, -0.348)
C (0.784, -3.585, -0.646)
C (3.080, -2.639, -1.116)
H (3.183, -3.365, -1.923)
C (4.082, -1.692, -0.864)
H (4.964, -1.663, -1.499)
C (3.956, -0.781, 0.186)
H (4.741, -0.046, 0.394)
C (2.839, -0.799, 1.007)
C (2.656, 0.170, 2.135)
Cu (-0.339, -0.595, 0.743)
H (-5.535, -0.528, 1.748)
H (-5.227, -1.677, 3.061)
H (-4.040, -1.502, 1.756)
H (-0.067, 0.269, 3.953)
H (-0.473, 0.683, 5.630)
H (-0.087, 1.971, 4.480)
H (0.771, -3.840, -1.713)
H (-0.187, -3.133, -0.395)
H (0.861, -4.523, -0.077)
H (2.301, -0.318, 3.054)
H (1.920, 0.948, 1.876)
H (3.601, 0.676, 2.357)
H (-0.440, -3.750, 4.114)
C (0.684, -0.304, -2.743)
Si (0.788, -0.713, -4.589)
H (1.683, -0.331, -2.292)
H (0.084, -1.076, -2.241)
C (-0.591, 0.120, -5.557)
C (0.674, -2.574, -4.911)
C (2.363, -0.217, -5.506)
H (2.202, -0.342, -6.590)
H (3.208, -0.861, -5.224)
H (2.659, 0.827, -5.336)
H (-1.572, -0.299, -5.295)
H (-0.435, -0.038, -6.637)
H (-0.622, 1.204, -5.378)
H (-0.058, -3.057, -4.250)
H (1.646, -3.065, -4.756)
H (0.368, -2.771, -5.952)
O (-2.359, -4.464, 1.988)
N (-3.330, -4.702, 2.726)
O (-3.858, -3.842, 3.453)
O (-1.939, -1.204, 1.652)

The value obtained for the HOMO energy (alpha / beta) is -6.58 / -6.33 eV. For the energy above the lowest of the compared OMol25 structures with the same formula, charge and spin, the calculation gives 0.0 kJ/mol. Its spin multiplicity is 2. As for the LUMO energy (alpha / beta): 0.59 / -2.10 eV.

=====

Entry 3:
Molecular formula: C5H13N2O2
Method: DFT, ωB97M-V/def2-TZVPD

Element x y z (Å)
C (-1.826, -0.969, -0.023)
N (-0.869, -0.335, -0.906)
C (-0.596, -1.375, -1.971)
N (-1.331, 0.878, -1.462)
C (0.463, -0.104, -0.247)
C (0.465, 0.525, 0.920)
C (1.705, 0.694, 1.850)
O (1.587, 1.874, 2.453)
O (2.924, 0.617, 1.224)
H (-2.803, -0.912, -0.600)
H (-1.323, -1.912, 0.046)
H (-1.834, -0.457, 0.892)
H (-1.595, -1.741, -2.252)
H (-0.168, -0.883, -2.813)
H (0.004, -2.181, -1.725)
H (-0.785, 1.478, -1.990)
H (-1.694, 1.438, -0.670)
H (1.341, -0.722, -0.567)
H (-0.379, 0.979, 1.356)
H (1.612, -0.185, 2.596)
H (2.137, 1.978, 3.297)
H (2.965, 1.313, 0.592)

The value obtained for the HOMO energy is -14.27 eV. For the energy above the lowest of the compared OMol25 structures with the same formula, charge and spin, the calculation gives 368.0 kJ/mol. As for the structure (SMILES): C[N+](C)(N)/C=C/C(O)O. As for the charge: +1. As for the LUMO energy: -3.11 eV.

=====

Entry 4:
Molecular formula: C3H10N4
Method: DFT, ωB97M-V/def2-TZVPD

Element x y z (Å)
H (-0.492, 0.839, -2.217)
N (-1.401, 0.890, -1.740)
C (-1.299, 0.624, -0.523)
N (-2.115, 0.633, 0.529)
C (0.338, -0.027, 0.125)
C (0.368, -1.511, -0.225)
N (1.251, 0.692, -0.744)
N (0.803, 0.231, 1.490)
H (-2.886, 1.296, 0.465)
H (-1.180, 0.497, 1.146)
H (-0.319, -2.072, 0.414)
H (0.074, -1.683, -1.264)
H (1.372, -1.938, -0.100)
H (2.186, 0.295, -0.696)
H (1.314, 1.653, -0.416)
H (0.233, -0.302, 2.144)
H (1.753, -0.119, 1.611)

The value obtained for the HOMO energy is -8.88 eV. For the energy above the lowest of the compared OMol25 structures with the same formula, charge and spin, the calculation gives 205.0 kJ/mol. As for the structure (SMILES): [H]/N=C(/N)C(C)(N)N. As for the LUMO energy: 0.86 eV.

=====

Entry 5:
Molecular formula: C51H135N10O17
Method: DFT, ωB97M-V/def2-TZVPD

Element x y z (Å)
N (-19.383, 15.936, -15.199)
H (-20.235, 16.477, -15.243)
H (-18.714, 15.953, -15.955)
H (-19.490, 14.970, -14.924)
H (-18.927, 16.296, -14.373)
N (-19.583, 13.834, -11.931)
H (-20.533, 13.671, -11.628)
H (-19.462, 14.804, -12.183)
H (-19.438, 13.232, -12.729)
H (-18.920, 13.614, -11.201)
C (-20.393, 11.237, -15.678)
C (-19.508, 12.435, -15.876)
C (-19.979, 13.313, -17.022)
O (-19.343, 13.208, -14.720)
H (-20.364, 10.613, -16.571)
H (-21.443, 11.495, -15.542)
H (-20.142, 10.658, -14.790)
H (-18.523, 12.118, -16.218)
H (-19.329, 14.171, -17.193)
H (-21.006, 13.659, -16.899)
H (-19.952, 12.743, -17.951)
C (-17.307, 12.514, -20.031)
O (-17.491, 11.125, -20.422)
C (-18.607, 11.001, -21.304)
C (-19.685, 10.225, -20.465)
N (-19.459, 8.781, -20.444)
C (-20.442, 8.005, -19.691)
C (-20.189, 6.504, -19.773)
O (-18.905, 6.164, -19.201)
C (-18.768, 4.735, -19.141)
H (-17.000, 13.126, -20.880)
H (-16.560, 12.739, -19.270)
H (-18.235, 12.970, -19.683)
H (-18.328, 10.382, -22.157)
H (-18.962, 11.963, -21.672)
H (-20.654, 10.425, -20.924)
H (-19.878, 10.595, -19.458)
H (-18.557, 8.629, -20.017)
H (-21.436, 8.233, -20.073)
H (-20.411, 8.333, -18.652)
H (-20.254, 6.121, -20.791)
H (-21.023, 6.051, -19.236)
H (-18.783, 4.255, -20.120)
H (-19.626, 4.323, -18.610)
H (-17.883, 4.578, -18.525)
C (-26.256, 9.627, -12.399)
O (-24.930, 9.599, -12.787)
C (-24.113, 10.124, -11.683)
C (-22.684, 9.774, -12.139)
N (-21.760, 10.266, -11.084)
C (-20.402, 9.905, -11.460)
C (-19.383, 10.561, -10.559)
O (-18.946, 9.695, -9.442)
C (-18.085, 10.307, -8.508)
H (-26.692, 10.615, -12.250)
H (-26.411, 9.197, -11.410)
H (-26.785, 9.132, -13.213)
H (-24.307, 9.681, -10.706)
H (-24.318, 11.165, -11.931)
H (-22.429, 10.202, -13.109)
H (-22.520, 8.697, -12.125)
H (-21.875, 9.823, -10.183)
H (-20.152, 10.083, -12.506)
H (-20.262, 8.828, -11.367)
H (-19.805, 11.537, -10.319)
H (-18.463, 10.804, -11.090)
H (-18.495, 11.269, -8.202)
H (-17.137, 10.587, -8.967)
H (-17.914, 9.664, -7.644)
C (-23.622, 11.767, -17.819)
O (-24.987, 11.753, -17.323)
C (-25.065, 12.079, -15.953)
C (-26.431, 11.716, -15.306)
N (-27.497, 12.680, -15.508)
C (-28.000, 12.649, -16.877)
C (-29.161, 11.631, -16.988)
O (-30.364, 12.010, -16.334)
C (-31.303, 12.823, -17.061)
H (-23.174, 12.756, -17.916)
H (-23.737, 11.416, -18.845)
H (-22.913, 11.121, -17.300)
H (-25.013, 13.167, -15.917)
H (-24.293, 11.601, -15.349)
H (-26.326, 11.543, -14.235)
H (-26.778, 10.735, -15.631)
H (-28.285, 12.450, -14.920)
H (-27.322, 12.432, -17.702)
H (-28.479, 13.574, -17.197)
H (-28.790, 10.690, -16.584)
H (-29.442, 11.333, -17.998)
H (-30.785, 13.775, -17.175)
H (-32.140, 12.986, -16.382)
H (-31.473, 12.248, -17.971)
C (-20.570, 7.600, -15.311)
O (-21.740, 7.738, -16.155)
C (-22.931, 7.603, -15.368)
C (-24.203, 8.162, -16.016)
N (-24.384, 7.355, -17.233)
C (-25.198, 8.068, -18.217)
C (-25.316, 7.261, -19.519)
O (-23.992, 7.154, -20.037)
C (-23.975, 6.537, -21.272)
H (-20.356, 8.470, -14.691)
H (-19.647, 7.648, -15.890)
H (-20.606, 6.669, -14.746)
H (-22.826, 8.096, -14.402)
H (-23.128, 6.555, -15.139)
H (-24.233, 9.248, -16.111)
H (-24.997, 7.916, -15.311)
H (-23.491, 7.398, -17.704)
H (-24.777, 9.036, -18.486)
H (-26.195, 8.364, -17.889)
H (-25.904, 7.838, -20.233)
H (-25.737, 6.259, -19.439)
H (-24.243, 7.283, -22.021)
H (-24.648, 5.692, -21.415)
H (-22.953, 6.187, -21.413)
C (-21.059, 13.579, -7.717)
O (-21.530, 14.012, -8.995)
C (-22.788, 13.419, -9.386)
C (-23.081, 13.730, -10.824)
N (-22.115, 12.983, -11.711)
C (-22.553, 13.178, -13.135)
C (-22.480, 14.599, -13.713)
O (-23.565, 15.479, -13.223)
C (-24.796, 15.430, -13.865)
H (-21.102, 12.500, -7.569)
H (-21.641, 13.928, -6.863)
H (-20.044, 13.915, -7.507)
H (-23.657, 13.876, -8.911)
H (-22.782, 12.339, -9.236)
H (-22.890, 14.788, -11.008)
H (-24.124, 13.562, -11.089)
H (-22.103, 12.022, -11.401)
H (-23.525, 12.751, -13.382)
H (-21.925, 12.510, -13.725)
H (-22.338, 14.606, -14.794)
H (-21.569, 15.064, -13.336)
H (-25.431, 16.262, -13.562)
H (-25.320, 14.486, -13.717)
H (-24.702, 15.526, -14.947)
C (-18.691, 22.416, -16.271)
O (-18.479, 21.073, -16.629)
C (-17.651, 20.327, -15.762)
C (-17.304, 18.972, -16.331)
N (-16.908, 19.076, -17.690)
C (-17.074, 17.802, -18.346)
C (-16.494, 16.588, -17.660)
O (-17.101, 16.071, -16.517)
C (-16.341, 14.997, -15.951)
H (-17.767, 22.899, -15.953)
H (-19.315, 22.472, -15.379)
H (-19.178, 23.052, -17.011)
H (-18.157, 20.302, -14.797)
H (-16.698, 20.783, -15.494)
H (-18.197, 18.356, -16.221)
H (-16.495, 18.538, -15.745)
H (-17.556, 19.791, -17.987)
H (-16.605, 17.848, -19.329)
H (-18.102, 17.643, -18.670)
H (-15.405, 16.608, -17.629)
H (-16.617, 15.736, -18.328)
H (-15.260, 15.118, -15.874)
H (-16.409, 14.104, -16.573)
H (-16.726, 14.745, -14.962)
C (-17.713, 9.310, -17.574)
O (-16.314, 9.164, -17.311)
C (-15.750, 10.336, -16.647)
C (-14.259, 10.117, -16.475)
N (-13.820, 8.738, -16.185)
C (-14.382, 8.169, -14.923)
C (-14.296, 9.017, -13.632)
O (-14.986, 8.367, -12.588)
C (-15.220, 9.181, -11.373)
H (-18.170, 8.403, -17.971)
H (-17.939, 10.233, -18.109)
H (-18.253, 9.560, -16.660)
H (-16.170, 10.436, -15.647)
H (-16.053, 11.196, -17.245)
H (-13.790, 10.760, -15.730)
H (-13.834, 10.422, -17.431)
H (-14.108, 8.219, -17.002)
H (-13.880, 7.235, -14.670)
H (-15.426, 7.956, -15.151)
H (-14.741, 9.989, -13.845)
H (-13.283, 9.192, -13.269)
H (-14.316, 9.551, -10.891)
H (-15.803, 8.537, -10.714)
H (-15.903, 9.998, -11.604)
C (-23.787, 18.828, -12.375)
O (-23.347, 19.222, -13.646)
C (-21.965, 19.551, -13.706)
C (-21.016, 18.312, -13.927)
N (-21.372, 17.693, -15.225)
C (-21.270, 18.490, -16.424)
C (-21.460, 17.636, -17.680)
O (-20.364, 16.770, -17.951)
C (-20.409, 16.124, -19.251)
H (-24.782, 18.382, -12.343)
H (-23.606, 19.695, -11.741)
H (-23.245, 17.949, -12.028)
H (-21.615, 20.003, -12.777)
H (-21.819, 20.315, -14.470)
H (-21.210, 17.610, -13.116)
H (-19.968, 18.612, -13.931)
H (-22.331, 17.379, -15.206)
H (-20.342, 19.052, -16.525)
H (-22.115, 19.174, -16.344)
H (-21.609, 18.348, -18.492)
H (-22.360, 17.021, -17.680)
H (-21.332, 15.576, -19.444)
H (-19.496, 15.544, -19.380)
H (-20.358, 16.832, -20.078)

The value obtained for the HOMO energy (alpha / beta) is -2.60 / -7.36 eV. Its spin multiplicity is 2. As for the LUMO energy (alpha / beta): 0.46 / 0.46 eV.

=====

Calculated max |F| (eV/A), listed in the same order as above: 4.57; 3.93; 4.75; 4.78; 4.03
Calculated calculated total energy (hartree), listed in the same order as above: -419.21260; -3761.87282; -457.94236; -339.24985; -3850.11488